# 1
Density functional theory data (the ωB97M-V functional and the def2-TZVPD basis) for a molecular structure, C12H25F3NO5P2RuS.

```
50
Properties=species:S:1:pos:R:3
N -0.1969 -1.0711 -1.8501
C 0.9238 -1.2091 -2.6025
H 3.9322 -1.5775 0.7832
H 2.8074 -2.0529 -1.8654
H -3.7620 1.3882 -0.1316
H 2.7457 3.7435 -4.9294
C 2.8249 -1.6419 0.7860
H 1.8146 -1.5270 -4.5308
H -3.2673 -0.0925 -2.1876
C -2.6942 1.4155 0.0396
H -2.4595 1.7763 1.0416
H -3.2234 -1.7929 -1.5911
H 0.0483 3.0572 0.3247
C -0.2935 -1.5364 -4.6868
H -3.5711 -0.6276 1.8705
S -0.3962 0.1629 3.0233
O -1.5117 2.8352 -2.4518
C -1.3251 -1.1125 -2.4879
F -0.3493 0.7262 5.5895
C -1.4367 -1.3478 -3.8639
C 0.5248 0.7339 4.5582
O 2.4305 4.2987 -4.0681
H 2.9067 1.7365 -0.9570
Ru 0.0215 -0.3252 0.2672
O 0.8109 0.0755 2.0698
H 3.2361 4.4216 -3.6418
H -2.1837 2.0213 -0.7184
C 0.8825 -1.4479 -4.0125
H -0.3748 -1.7397 -5.7382
H -2.4744 -1.3817 -4.3707
C 3.0426 1.0525 -0.0830
H -0.6066 2.4050 -2.3561
O -0.9266 -1.1484 3.3172
H -2.0181 2.5275 -3.4210
H -4.0464 -1.6893 0.4598
P 2.0363 -0.4213 -0.2506
H 2.5138 -2.6520 0.4744
P -2.2454 -0.3163 -0.0545
F 1.5521 -0.1021 4.8302
F 1.0062 1.9809 4.3875
H 2.7340 1.5861 0.8156
H -2.5896 -2.0770 1.4775
C -2.5683 -0.8629 -1.7236
H 4.1199 0.7935 -0.0071
H 2.9116 -0.4121 -2.4554
H 2.4432 -1.4611 1.8161
O -1.2789 1.2756 2.6546
C 2.3528 -1.0348 -1.9402
C -3.2199 -1.2778 1.0611
H -0.4248 -1.8547 0.5877
```

Computed properties:
**Charge**: +1
**HOMO-LUMO gap (alpha / beta)**: 0.2200 / 0.2743 Eh
**ΔE to the lowest compared entry with this formula, charge and spin**: 287.8 kJ/mol
**Multiplicity**: 5
**HOMO level (alpha / beta)**: -9.40 / -12.74 eV

***

# 2
Density functional theory data (the ωB97M-V functional and the def2-TZVPD basis) for a molecular structure, C12H25LiNO4.

```
43
Properties=species:S:1:pos:R:3
C 0.9326 1.0315 3.3523
H -2.4509 2.2971 -0.4159
H 2.6669 -0.2215 3.6187
C -0.3216 1.2740 2.4848
H -1.1609 1.6987 3.1177
O -0.6164 -1.4752 -2.2006
C 0.1561 -1.2379 -3.3792
H -1.6287 -3.2614 -2.5634
H 1.8956 -1.7890 -2.3154
H 1.6352 1.8478 3.0582
O -0.6153 1.8916 -1.2799
H 0.6596 1.2264 4.3931
C 1.6423 -0.3116 3.2168
H 0.1981 3.3648 -2.5611
H 2.2226 -0.6256 -3.7076
Li -0.3489 -0.0088 -0.9658
H 1.7681 -2.4391 3.5769
H 1.9448 -0.5423 2.1687
C 1.5530 -0.8834 -2.8909
C -0.7998 -0.0305 1.9372
H -1.5547 -0.4470 3.7315
C -1.8489 -2.2267 -2.3147
H -2.0501 3.3816 -1.7977
H 0.7946 -1.5164 4.7895
O 1.5168 0.2004 -1.9438
C 1.0350 -1.6288 3.7342
O -0.7502 -0.2978 0.7447
C -0.3725 -2.0345 3.0768
H -0.2915 1.9666 1.6216
C -1.9912 2.3381 -1.4229
H -0.1246 -2.4091 2.0992
H -2.5297 1.6963 -2.2097
H -0.8427 -2.8327 3.6185
N -1.2730 -0.9234 2.8720
H 0.2703 -2.1064 -4.0059
C 1.5619 1.6145 -2.3576
H -0.2106 -0.4024 -3.9432
C 0.1919 2.2452 -2.4641
H -0.3961 1.8599 -3.2528
H -2.2257 -2.2648 -1.2826
H 2.1517 2.0729 -1.5820
H 2.1523 1.6347 -3.3259
H -2.5453 -1.7256 -3.0296
```

Computed properties:
**Charge**: +1
**HOMO-LUMO gap**: 0.3826 Eh
**ΔE to the lowest compared entry with this formula, charge and spin**: 26.3 kJ/mol
**HOMO level**: -12.47 eV

***

# 3
Density functional theory data (the ωB97M-V functional and the def2-TZVPD basis) for a gas-phase ion, C12H25N2 (charge +1).

```
39
Properties=species:S:1:pos:R:3
H 4.0947 -0.0062 1.1827
H 3.0126 -1.1512 -1.6821
H -3.0405 -0.0810 -2.1476
H 1.5475 2.2261 -1.8532
H -4.4338 0.0787 1.1313
H 0.6964 0.8275 -2.6577
H -1.2146 2.1181 1.1873
C 3.4981 0.3821 0.3623
H 1.5041 -0.1867 2.3040
H 2.4565 0.7240 -2.3664
C -2.5744 -0.2568 0.0201
H -3.0562 -0.7103 2.0527
C 2.6136 -1.6141 -0.8083
H 3.2967 1.4415 0.7809
H -2.9102 -2.3268 0.5527
H -0.4615 0.7831 2.1275
H -3.2244 1.1008 1.8032
H 0.4674 2.4481 -0.0772
H 1.5287 1.6584 1.0268
H 3.4874 -2.1672 -0.3596
C -0.6239 1.1830 1.0192
H 0.8168 -1.4825 1.2997
H -2.6404 1.5391 -1.2718
H 4.1453 0.2516 -0.5159
C 1.6899 -0.9730 1.5371
H 2.4702 -1.6308 2.0357
C 1.5174 1.0978 -1.9004
C 2.1902 -0.4560 0.1179
C -1.0844 0.1324 0.1759
C -3.1409 0.6057 -1.2234
C 1.0846 0.5265 -0.5470
H 1.8332 -2.4334 -0.9483
N -0.3358 -0.2787 -0.7691
H -3.6372 -1.8877 -1.0125
C -3.3727 0.0189 1.3426
H -1.8665 -2.0868 -0.8935
H -4.2419 0.7358 -1.0769
C -2.7422 -1.7309 -0.3605
N 0.6502 1.5810 0.4116
```

Computed properties:
**Charge**: +1
**HOMO-LUMO gap**: 0.4006 Eh
**ΔE to the lowest compared entry with this formula, charge and spin**: 165.2 kJ/mol
**SMILES**: CC(C)(C)C1=N[C@](C)(C(C)(C)C)[NH2+]C1
**HOMO level**: -13.97 eV

***

# 4
Density functional theory data (the ωB97M-V functional and the def2-TZVPD basis) for a molecular structure, C12H25N5O10P2V.

```
55
Properties=species:S:1:pos:R:3
H -0.9108 0.9489 3.8123
O 1.4394 -0.2340 -1.0458
O 3.6756 -1.2586 2.4816
P 1.8198 -1.7129 -1.1461
H 3.2883 -4.1264 -0.1167
O 2.3370 -2.2026 -2.5286
N -1.9938 3.3735 -3.1041
C -1.7808 1.3996 -2.2562
H -3.1559 -0.8623 2.7577
N -1.0384 -2.0203 1.6171
P 2.4554 -1.9234 1.6953
C -1.4063 3.4817 -1.8843
H 4.7575 -3.4162 0.5311
H -0.4550 -2.8586 1.5327
H 4.4298 -3.3391 -1.2178
C -1.2113 -1.7354 3.0748
C -1.7228 1.3812 1.8643
H -1.9433 -2.2757 1.2187
O -1.3436 -0.4198 -0.7908
N -1.2569 2.2920 -1.3447
H -1.8186 2.4659 1.9276
H -0.5690 5.4411 -2.0160
O 0.6311 -2.4501 -0.5432
H -2.5960 1.3768 3.7771
C -2.2642 -0.6805 3.3682
O -2.1927 -0.8803 -2.7946
H -1.4902 -2.6760 3.5500
H 3.9216 -1.7158 3.2998
H -0.4222 1.7106 0.3432
H -2.5829 -0.8489 4.3977
V -0.0691 -0.7435 0.3040
O 1.3960 -0.8025 1.5551
C -1.8412 0.7845 3.2578
H -2.8543 -0.1176 -4.2831
H 1.7283 -2.2610 -3.2817
C -1.0278 4.7840 -1.2784
O 2.0095 -3.2293 2.1661
H -2.2375 4.1088 -3.7581
C 3.9803 -3.2924 -0.2250
H -0.2364 -1.4484 3.4667
H 3.6547 0.0691 -0.2598
H -2.5231 1.0305 1.2109
O -3.1304 0.4974 -4.9883
H -1.9083 5.2895 -0.8791
H 4.7565 -0.7412 0.6895
C -2.8893 1.7590 -4.6894
H 4.7901 -0.9192 -0.9692
C -1.8190 -0.0311 -2.0402
C 3.2275 -1.9851 -0.0175
H -0.3227 4.6242 -0.4667
N -0.4263 1.0973 1.1782
C -2.2440 2.0703 -3.3679
O -3.1393 2.6785 -5.4154
H 0.3473 1.3523 1.7874
N 4.1775 -0.8087 -0.1562
```

Computed properties:
**Charge**: +2
**HOMO-LUMO gap (alpha / beta)**: 0.2489 / 0.2729 Eh
**ΔE to the lowest compared entry with this formula, charge and spin**: 13.8 kJ/mol
**Multiplicity**: 2
**HOMO level (alpha / beta)**: -14.93 / -14.94 eV

***

# 5
Density functional theory data (the ωB97M-V functional and the def2-TZVPD basis) for a molecular structure, C12H26B3F9O16P4.

```
70
Properties=species:S:1:pos:R:3
O 2.7772 -0.9545 -4.4540
H 3.2038 1.0876 -4.2235
P -0.6877 -2.9683 1.2940
O -1.6042 -0.3674 0.3945
H -2.7481 -2.4973 1.9257
B 0.0151 0.9808 2.1156
H 1.4815 1.8961 3.4133
H -2.6032 -2.9956 7.3243
H 1.6195 0.6978 -4.9446
H 2.7917 1.5735 -6.8290
P 3.9756 -1.2704 -5.5565
F 4.6431 2.7420 -0.0443
O -0.8601 -3.4076 -0.3138
B -0.6101 -1.0078 1.1568
C 2.1099 2.3801 1.4374
C 3.9074 2.9223 -1.1609
C 5.7159 -1.5659 -7.4997
O -1.3653 1.2355 2.1094
H 2.8167 1.5495 1.4409
O 3.1968 -0.4531 -6.7562
P -2.9529 2.0726 -0.2130
F 4.3113 3.9101 -3.3218
H 3.7988 0.9428 -8.1461
H -5.1281 -2.1094 8.0717
H 1.8986 0.4378 -3.2195
F 1.8985 3.6033 -2.0662
O -3.9830 -2.2618 3.7792
F 4.9954 5.0248 -1.5459
O 0.3971 -0.3032 1.7665
H -6.7561 -2.4070 7.4340
F 0.4049 3.2641 0.0671
H -5.5048 -3.6581 7.2986
H 4.8322 -2.0293 -7.9295
O -6.2871 -2.8430 4.0380
H -1.6849 -3.2155 5.8186
C 0.9920 2.1559 2.4651
H -7.8257 -2.3177 5.3276
C 2.3615 0.3989 -4.2031
F 1.3749 1.4529 -0.6149
O -2.1630 -3.2660 1.9538
F 5.9895 3.2329 -2.1690
H -1.9938 0.9726 -1.7998
O 5.4728 -1.0035 -6.2099
C 3.6004 0.8852 -7.0765
F 3.8349 1.7315 -1.7733
H -0.8595 -2.6323 -0.8834
B -1.8819 0.9065 0.8958
H 0.4257 3.0604 2.6807
H -4.6080 0.7561 -0.4322
H 4.4988 1.1859 -6.5368
C -7.4931 -3.1778 4.7463
C 4.7862 3.8298 -2.0860
O -5.3018 -1.9968 6.0222
P -4.8113 -2.9683 4.7834
C -5.6929 -2.5847 7.2707
H -8.2601 -3.4164 4.0133
H -7.3537 -4.0355 5.4020
H 6.5076 -2.3069 -7.4076
C 1.6004 2.6349 0.0365
O -3.6736 -3.7044 5.7298
F 2.5631 4.7449 -0.3557
H 6.0504 -0.7634 -8.1598
O 3.8295 -2.7394 -5.6582
O -2.7455 3.4843 0.0743
O -2.5415 1.7662 -1.7525
O -4.5059 1.6557 -0.0922
H -2.7749 -1.8237 6.0068
H 2.6964 3.2437 1.7619
C 2.5160 3.5076 -0.8606
C -2.6292 -2.8749 6.2400
```

Computed properties:
**Charge**: 0
**HOMO-LUMO gap**: 0.2644 Eh
**ΔE to the lowest compared entry with this formula, charge and spin**: 0.0 kJ/mol
**HOMO level**: -8.52 eV

***

# 6
Density functional theory data (the ωB97M-V functional and the def2-TZVPD basis) for a molecular structure, C12H26BBeCa2Cl2F9IN3O15P.

```
73
Properties=species:S:1:pos:R:3
H -0.7362 0.1187 -3.5285
H 2.2003 4.0672 -1.1255
H 0.4578 4.3933 -3.3848
H 2.2329 -8.0256 0.3805
C -2.2015 0.6557 -2.2205
F -7.1295 -0.1984 1.8628
F 0.9520 -3.1327 -1.4148
F -8.7027 -1.6117 2.2500
C -5.6628 -1.3411 -1.0493
H 4.0274 3.5351 3.6320
C 0.1000 2.7063 1.1500
N -2.3716 0.9891 -0.9017
Cl 2.0522 -5.3080 1.8502
O 0.5480 6.2065 0.6276
H 5.3410 3.3562 2.3972
O 2.2924 6.4242 -0.7313
O 5.0168 -7.1018 3.1040
H 2.1791 4.1914 -3.8357
N 0.8652 2.7021 -4.5268
B 1.6017 1.1073 1.3949
H -4.6041 -1.4089 -1.3012
H 3.8179 4.1028 0.6511
Ca 5.5332 2.3951 4.2278
H -3.3013 1.2026 -0.5931
H -5.6398 0.5435 -2.0600
O 3.6438 -8.5379 4.3826
H 1.4794 -9.2858 0.7695
H 2.0634 -0.0078 1.2652
H -7.1387 0.2551 -1.1976
H 0.9898 4.7205 -5.0604
O 4.6732 -6.6807 5.4028
Be 4.0884 -5.6774 -3.0029
O -0.2504 2.4592 -4.9217
O -3.1256 0.6140 -3.0118
H 0.4676 4.0367 -1.0026
H -1.6142 1.0231 -0.2438
O 1.7624 1.8909 -4.3895
Ca 4.0511 -0.2636 2.0740
H -0.3747 3.0777 2.0606
O 0.2347 1.2804 1.0774
F 3.9518 -4.0948 -1.5750
H -0.6380 2.9171 0.3772
C 1.1517 4.1172 -4.1726
I 1.6148 1.2784 3.7221
O 2.2572 2.1538 0.6369
C 1.3718 4.2223 -0.4301
O -7.6566 -3.1080 0.0287
F 2.3366 -5.5983 -1.7861
H -5.6926 0.6883 -0.2895
H 3.9875 2.2062 2.3367
H -6.6471 -2.7842 1.7631
C 1.3537 5.6925 -0.1028
C -7.8983 -1.1303 1.3153
O 2.0871 4.0936 1.8691
C 3.4797 4.2181 1.6805
C 4.2361 3.2571 2.5637
H -6.1872 -1.9592 -1.7786
C -6.0610 0.1225 -1.1466
F 1.5307 -4.7628 0.0032
O 2.9286 -6.3401 3.8930
P 2.2945 -4.0089 -1.3483
O 2.1460 -8.6693 1.0895
C -6.9644 -2.3423 0.7752
F 2.8048 -2.9336 -0.2328
Cl 4.1114 -7.2110 4.2045
C 1.5045 3.3389 0.8226
F 2.2768 -3.6914 -2.9502
H 2.1803 7.3389 -0.4293
H -0.1442 0.3934 -1.9252
N -0.9104 0.3690 -2.5717
O -5.7533 -1.8959 0.2716
H 3.7531 5.2352 1.9690
F -8.6239 -0.5858 0.3604
```

Computed properties:
**Charge**: +1
**HOMO-LUMO gap**: 0.0421 Eh
**HOMO level**: -9.18 eV

***

# 7
Density functional theory data (the ωB97M-V functional and the def2-TZVPD basis) for 3 unconnected molecules or ions with the total composition C12H26BBrClF5O7P3S.

```
57
Properties=species:S:1:pos:R:3
C 4.3991 -0.0499 -1.0694
P -2.5167 0.4622 -0.4413
H 2.9282 1.5238 -0.9144
H -2.6799 -1.0076 2.4602
C 1.8543 -1.3051 1.9702
H 3.3980 0.7535 0.6181
P -0.5168 3.3295 1.2184
O -1.4816 3.1510 2.5255
C 1.4910 4.2956 -2.1268
Br -3.2786 -1.6747 -0.3320
O 0.9444 1.0801 1.3853
C 1.1621 -2.6181 2.3849
H -6.3550 -5.6366 0.5679
H 1.3018 2.4611 -2.7717
H 1.2555 4.4448 -4.2703
C 3.1558 0.5828 -0.4279
H 1.2214 0.0446 -1.2885
H -0.1462 4.9791 -3.3450
H -4.7152 -5.0224 0.3768
F 1.8480 -3.2246 3.3969
C -0.1619 1.5784 0.7566
C -1.1955 0.3873 0.9031
C -5.8647 -5.0661 -1.4511
F 2.1572 -0.6302 3.1286
F 1.1581 -3.4838 1.3354
H -2.9976 1.1924 2.6748
H 5.5717 1.6046 -0.3239
F -0.1100 -2.4570 2.8038
H 2.2003 -1.3113 -0.8484
O -0.3833 -0.6846 0.6138
O 1.0158 2.9604 -2.0019
H -4.1773 0.6340 0.9334
F 3.0760 -1.7266 1.4747
H 1.1631 4.8170 -1.2285
H 6.5141 0.4021 -1.2157
C 5.6877 0.5392 -0.5267
B 1.0527 -0.3435 0.8849
H 2.5871 4.2958 -2.1382
O -6.3848 -3.7452 -1.3523
H -5.1112 -6.6531 -0.1843
H -1.9577 3.9696 2.6695
H 5.4013 0.0019 1.3193
Cl -1.9523 3.7641 -0.2613
H -6.6466 -5.6674 -1.9137
C -5.4885 -5.6331 -0.0941
O -3.7787 1.2225 0.2878
P -2.0000 0.2161 2.6052
H -4.9958 -5.0700 -2.1187
C 0.9438 4.9769 -3.3678
H 4.3643 0.0414 -2.1522
H -0.0507 1.6753 -0.3291
H -5.6998 -3.1998 -0.9553
H 4.4018 -1.0985 -0.7883
H 1.2966 6.0074 -3.4381
S -0.9200 0.3341 4.2298
O 6.1020 -0.1073 0.6759
C 1.9135 -0.3123 -0.5239
```

Computed properties:
**Charge**: -1
**HOMO-LUMO gap**: 0.2856 Eh
**HOMO level**: -5.29 eV

***

# 8
Density functional theory data (the ωB97M-V functional and the def2-TZVPD basis) for 3 unconnected molecules or ions with the total composition C12H26BN3O8PS3.

```
54
Properties=species:S:1:pos:R:3
O 5.0477 -4.9329 -2.4302
H -5.2572 4.1221 2.7001
H 7.4053 -3.6779 -2.0212
N -3.4454 2.9437 2.9965
S -1.2366 -0.1422 3.7618
P -1.1560 1.2417 2.4406
H 1.9311 -4.4234 -1.0306
H 5.5726 -4.4135 -4.3730
C -2.6847 2.2343 2.1551
H 0.3876 -3.3886 -2.4253
O -2.8330 2.2723 5.3031
C -3.6623 4.6805 4.9684
H 2.8985 -0.4377 -0.3580
N -4.6328 5.6167 -1.0885
H -5.7053 5.3566 4.5569
H 6.4283 -2.5354 -2.9393
C 6.9685 -3.4785 -2.9992
B -3.2984 3.2475 4.5079
N -3.2090 2.3523 0.9340
H 2.8109 1.2410 -0.9844
H 3.3820 -0.0827 -2.0422
O 0.8035 0.7342 -2.9295
H -0.9555 -1.0355 -3.8502
H -0.2296 2.2620 2.6785
H 2.5443 -5.8774 -1.8769
H -5.6673 3.8643 5.4875
H -3.4301 1.5814 5.6038
H -0.9584 0.8342 1.1124
H 6.6241 -5.5398 -3.5243
H 0.2069 -2.1388 -4.5821
H -5.2772 5.4027 6.2403
C 2.7143 0.1849 -1.2283
H -3.4288 5.3982 4.1815
S 1.0656 -0.0607 -1.7728
O -5.0735 3.3967 -0.1009
C 0.0357 -2.3609 -2.4527
H 3.3681 -5.2709 -0.4036
H -3.0358 4.9202 5.8238
O 3.2258 -3.7578 -3.5728
C 6.0633 -4.6147 -3.4206
H -2.8492 1.9307 0.0861
O 1.2179 -1.5741 -2.1557
O 0.1468 0.0448 -0.6641
C 2.8141 -4.9992 -1.2976
C -4.4855 3.5023 2.2832
S 3.8219 -3.9509 -2.2853
C -0.5546 -2.0470 -3.8092
C -4.8416 4.5824 -0.6281
O 4.2000 -2.8050 -1.5123
C -5.1662 4.8185 5.3334
H -0.6884 -2.2283 -1.6473
C -4.3305 3.1246 1.0022
H -1.3620 -2.7477 -4.0217
H 7.7701 -3.3696 -3.7292
```

Computed properties:
**Charge**: +1
**HOMO-LUMO gap**: 0.3096 Eh
**HOMO level**: -12.36 eV

***

no.,largest force on an atom (eV Å⁻¹)
1,6.73
2,2.18
3,5.29
4,0.23
5,6.57
6,3.15
7,1.60
8,0.99